(1)
81
Properties=species:S:1:pos:R:3:mulliken_charge:R:1 method="wB97M-V/def2-TZVPD" e_lumo_ev="-5.28 / -5.30" total_charge=+1 multiplicity=2 de_lowest_kcal_mol=0.00 homo_ev="-10.72 / -10.72"
Re -0.072 1.152 -0.889 0.993
O -0.911 7.901 -1.932 -0.697
C 0.187 7.404 -1.662 0.410
O 1.330 7.848 -1.508 -0.698
C 0.110 5.863 -1.440 -0.554
C -1.106 5.196 -1.545 -1.108
C -1.151 3.841 -1.321 1.364
N -0.027 3.163 -0.983 0.578
C 1.177 3.789 -0.939 0.836
C 1.267 5.143 -1.154 -0.891
C 2.311 2.891 -0.654 0.602
C 3.601 3.360 -0.463 -0.725
C 4.598 2.472 -0.102 -0.851
C 4.273 1.136 0.078 -1.117
C 2.976 0.729 -0.165 0.002
N 2.010 1.575 -0.552 0.223
C -2.355 2.992 -1.426 0.486
C -3.619 3.531 -1.582 -0.968
C -4.718 2.689 -1.616 -0.568
C -4.519 1.328 -1.469 -1.131
C -3.230 0.854 -1.332 0.691
N -2.151 1.652 -1.337 0.040
H -1.962 5.800 -1.818 0.660
H 2.189 5.709 -1.126 0.710
H 3.811 4.414 -0.574 0.515
H 5.609 2.822 0.058 0.455
H 5.009 0.412 0.395 0.527
H 2.680 -0.305 -0.041 0.372
H -3.741 4.601 -1.657 0.439
H -5.712 3.095 -1.735 0.471
H -5.346 0.633 -1.453 0.505
H -3.053 -0.196 -1.170 -0.055
C -0.546 1.237 4.412 -1.062
Si 0.807 1.134 3.146 0.336
C 2.104 -0.135 3.560 -0.968
C 1.530 2.800 2.764 -0.869
As -0.404 0.326 1.211 -0.366
Si -1.023 -2.214 1.452 0.306
C -2.497 -2.378 0.343 -0.411
C 0.771 -2.586 0.994 -0.069
C -1.424 -2.217 3.269 -1.113
H -0.102 1.467 5.385 0.377
H -1.092 0.300 4.511 0.297
H -1.255 2.030 4.175 0.317
H 2.721 0.249 4.378 0.455
H 2.762 -0.348 2.719 0.284
H 1.660 -1.073 3.894 0.295
H 1.873 3.250 3.700 0.479
H 0.797 3.477 2.324 0.306
H 2.393 2.729 2.104 0.159
H -2.300 -2.155 -0.703 -0.246
H -3.309 -1.742 0.704 0.563
H -2.819 -3.421 0.400 0.317
H 1.227 -1.870 0.312 -0.686
H 0.794 -3.574 0.547 0.395
H 1.360 -2.622 1.913 0.525
H -2.257 -1.560 3.522 0.385
H -0.570 -1.959 3.894 0.273
H -1.707 -3.245 3.492 0.401
O -1.101 -4.551 1.608 -0.777
S -1.643 -5.781 0.976 1.106
O -1.394 -6.960 1.740 -0.631
O -2.970 -5.576 0.439 -0.720
C -0.606 -5.885 -0.500 0.027
N 0.025 -7.001 -0.839 -0.485
C 0.843 -6.919 -1.880 -0.425
C 1.088 -5.732 -2.567 -0.679
C 0.338 -4.649 -2.156 0.378
N -0.532 -4.733 -1.151 -0.042
C 0.433 -3.221 -2.586 0.915
C -0.768 -2.538 -2.755 -0.699
C -0.786 -1.178 -2.593 -0.949
N 0.309 -0.467 -2.254 -0.261
C 1.496 -1.098 -2.374 -1.032
C 1.601 -2.462 -2.561 -0.670
H 1.344 -7.836 -2.169 0.439
H 1.802 -5.679 -3.376 0.492
H -1.692 -3.082 -2.880 0.402
H -1.702 -0.624 -2.672 1.067
H 2.378 -0.491 -2.224 0.885
H 2.575 -2.932 -2.536 0.464

---

(2)
92
Properties=species:S:1:pos:R:3:mulliken_charge:R:1 method="wB97M-V/def2-TZVPD" e_lumo_ev="-12.30 / -12.93" total_charge=+4 multiplicity=2 de_lowest_kcal_mol=9.10 homo_ev="-17.77 / -17.77"
Ir 0.198 -0.764 1.445 1.018
C -1.816 2.469 2.302 -1.465
As -1.108 0.803 2.980 0.686
C -0.264 1.396 4.624 -1.203
C -2.641 -0.176 3.603 0.661
C -3.781 0.468 4.071 -0.992
C -4.816 -0.296 4.598 -0.803
C -4.709 -1.679 4.666 -0.892
C -3.563 -2.320 4.212 -1.005
C -2.531 -1.558 3.675 -0.087
As -0.863 -2.327 3.123 0.711
C -1.329 -4.106 2.517 -1.309
C 0.134 -2.583 4.763 -0.955
H -2.181 2.994 3.187 0.652
H -2.640 2.294 1.616 0.445
H -1.038 3.064 1.831 0.428
H -1.118 1.682 5.242 0.545
H 0.369 2.266 4.469 0.534
H 0.282 0.600 5.122 0.289
H -3.889 1.544 4.027 0.496
H -5.713 0.193 4.956 0.468
H -5.524 -2.262 5.073 0.489
H -3.497 -3.400 4.277 0.523
H -1.269 -4.755 3.392 0.506
H -0.646 -4.471 1.757 0.348
H -2.349 -4.102 2.140 0.422
H -0.585 -2.968 5.488 0.542
H 0.535 -1.640 5.128 0.232
H 0.932 -3.308 4.626 0.442
S 2.027 -0.265 -0.040 -0.199
C 1.440 0.422 -1.502 0.391
N 2.074 0.367 -2.625 0.134
C 1.511 1.030 -3.824 -0.701
C 0.826 2.303 -3.420 -0.688
N -0.151 2.019 -2.346 0.171
C -1.425 2.792 -2.408 -1.024
C -2.200 2.398 -3.636 0.454
C -2.712 1.106 -3.750 -0.029
C -3.420 0.741 -4.883 -0.799
C -3.626 1.667 -5.900 -0.493
C -3.123 2.954 -5.786 -0.685
C -2.406 3.321 -4.654 -0.317
C 0.140 1.156 -1.427 0.006
S -0.901 0.817 -0.108 -0.388
C 3.396 -0.297 -2.824 -1.167
C 4.449 0.748 -3.084 0.643
C 5.088 0.785 -4.318 -0.368
C 6.060 1.746 -4.566 -0.674
C 6.386 2.670 -3.584 -0.490
C 5.744 2.636 -2.350 -0.813
C 4.782 1.674 -2.097 -0.079
H 0.823 0.326 -4.300 0.324
H 2.339 1.240 -4.498 0.527
H 0.275 2.723 -4.259 0.503
H 1.534 3.045 -3.042 0.331
H -1.137 3.844 -2.440 0.416
H -1.972 2.607 -1.485 0.368
H -2.580 0.391 -2.941 0.453
H -3.832 -0.255 -4.971 0.439
H -4.192 1.385 -6.778 0.426
H -3.295 3.677 -6.572 0.431
H -2.028 4.333 -4.561 0.443
H 3.271 -0.945 -3.693 0.446
H 3.595 -0.911 -1.948 0.535
H 4.846 0.057 -5.084 0.433
H 6.565 1.767 -5.522 0.430
H 7.149 3.412 -3.774 0.431
H 6.014 3.351 -1.584 0.437
H 4.305 1.635 -1.121 0.368
N -5.602 -2.995 0.008 -0.373
C -4.493 -2.999 -0.288 -0.376
C -3.088 -2.933 -0.575 0.113
C -2.477 -3.659 -1.594 -0.498
C -1.106 -3.520 -1.759 -1.197
C -0.394 -2.695 -0.910 -0.673
N -0.985 -2.007 0.084 0.879
C -2.311 -2.116 0.232 -0.127
H -3.059 -4.310 -2.234 0.630
H -0.584 -4.061 -2.537 0.563
H 0.679 -2.588 -1.002 0.575
H -2.783 -1.519 1.004 0.746
I 2.217 -3.347 1.763 0.478
C 2.704 -1.645 2.866 0.147
C 3.846 -1.638 3.640 -0.591
C 4.241 -0.450 4.241 -0.464
C 3.505 0.700 3.993 -1.115
C 2.370 0.612 3.216 -0.546
N 1.925 -0.552 2.701 1.006
H 4.432 -2.540 3.751 0.569
H 5.132 -0.418 4.854 0.495
H 3.809 1.661 4.384 0.543
H 1.806 1.492 2.954 0.864

---

Repeat the first record exactly.
81
Properties=species:S:1:pos:R:3:mulliken_charge:R:1 method="wB97M-V/def2-TZVPD" e_lumo_ev="-5.28 / -5.30" total_charge=+1 multiplicity=2 de_lowest_kcal_mol=0.00 homo_ev="-10.72 / -10.72"
Re -0.072 1.152 -0.889 0.993
O -0.911 7.901 -1.932 -0.697
C 0.187 7.404 -1.662 0.410
O 1.330 7.848 -1.508 -0.698
C 0.110 5.863 -1.440 -0.554
C -1.106 5.196 -1.545 -1.108
C -1.151 3.841 -1.321 1.364
N -0.027 3.163 -0.983 0.578
C 1.177 3.789 -0.939 0.836
C 1.267 5.143 -1.154 -0.891
C 2.311 2.891 -0.654 0.602
C 3.601 3.360 -0.463 -0.725
C 4.598 2.472 -0.102 -0.851
C 4.273 1.136 0.078 -1.117
C 2.976 0.729 -0.165 0.002
N 2.010 1.575 -0.552 0.223
C -2.355 2.992 -1.426 0.486
C -3.619 3.531 -1.582 -0.968
C -4.718 2.689 -1.616 -0.568
C -4.519 1.328 -1.469 -1.131
C -3.230 0.854 -1.332 0.691
N -2.151 1.652 -1.337 0.040
H -1.962 5.800 -1.818 0.660
H 2.189 5.709 -1.126 0.710
H 3.811 4.414 -0.574 0.515
H 5.609 2.822 0.058 0.455
H 5.009 0.412 0.395 0.527
H 2.680 -0.305 -0.041 0.372
H -3.741 4.601 -1.657 0.439
H -5.712 3.095 -1.735 0.471
H -5.346 0.633 -1.453 0.505
H -3.053 -0.196 -1.170 -0.055
C -0.546 1.237 4.412 -1.062
Si 0.807 1.134 3.146 0.336
C 2.104 -0.135 3.560 -0.968
C 1.530 2.800 2.764 -0.869
As -0.404 0.326 1.211 -0.366
Si -1.023 -2.214 1.452 0.306
C -2.497 -2.378 0.343 -0.411
C 0.771 -2.586 0.994 -0.069
C -1.424 -2.217 3.269 -1.113
H -0.102 1.467 5.385 0.377
H -1.092 0.300 4.511 0.297
H -1.255 2.030 4.175 0.317
H 2.721 0.249 4.378 0.455
H 2.762 -0.348 2.719 0.284
H 1.660 -1.073 3.894 0.295
H 1.873 3.250 3.700 0.479
H 0.797 3.477 2.324 0.306
H 2.393 2.729 2.104 0.159
H -2.300 -2.155 -0.703 -0.246
H -3.309 -1.742 0.704 0.563
H -2.819 -3.421 0.400 0.317
H 1.227 -1.870 0.312 -0.686
H 0.794 -3.574 0.547 0.395
H 1.360 -2.622 1.913 0.525
H -2.257 -1.560 3.522 0.385
H -0.570 -1.959 3.894 0.273
H -1.707 -3.245 3.492 0.401
O -1.101 -4.551 1.608 -0.777
S -1.643 -5.781 0.976 1.106
O -1.394 -6.960 1.740 -0.631
O -2.970 -5.576 0.439 -0.720
C -0.606 -5.885 -0.500 0.027
N 0.025 -7.001 -0.839 -0.485
C 0.843 -6.919 -1.880 -0.425
C 1.088 -5.732 -2.567 -0.679
C 0.338 -4.649 -2.156 0.378
N -0.532 -4.733 -1.151 -0.042
C 0.433 -3.221 -2.586 0.915
C -0.768 -2.538 -2.755 -0.699
C -0.786 -1.178 -2.593 -0.949
N 0.309 -0.467 -2.254 -0.261
C 1.496 -1.098 -2.374 -1.032
C 1.601 -2.462 -2.561 -0.670
H 1.344 -7.836 -2.169 0.439
H 1.802 -5.679 -3.376 0.492
H -1.692 -3.082 -2.880 0.402
H -1.702 -0.624 -2.672 1.067
H 2.378 -0.491 -2.224 0.885
H 2.575 -2.932 -2.536 0.464